{
  "formula": "C35H52AuN2P2",
  "method": "the ωB97M-V functional and the def2-TZVPD basis",
  "elements": ["Au", "C", "C", "C", "P", "C", "C", "C", "C", "C", "C", "C", "C", "C", "C", "N", "C", "C", "C", "C", "C", "C", "C", "P", "C", "C", "C", "C", "C", "C", "H", "H", "H", "H", "H", "H", "H", "H", "H", "H", "H", "H", "H", "H", "H", "H", "H", "H", "H", "H", "H", "H", "H", "H", "H", "H", "H", "H", "H", "H", "H", "H", "H", "H", "H", "H", "H", "H", "H", "H", "C", "N", "C", "C", "C", "C", "C", "C", "C", "C", "H", "H", "H", "H", "H", "H", "H", "H", "H", "H", "H", "H"],
  "xyz": [[-0.645, 0.207, -0.033], [0.766, 4.795, -0.371], [-0.041, 3.536, -0.062], [-1.466, 3.866, 0.386], [-0.083, 2.190, -1.328], [-0.866, 2.730, -2.901], [-2.335, 2.297, -2.918], [-0.753, 4.217, -3.242], [1.690, 1.888, -1.657], [2.419, 2.650, -2.552], [3.805, 2.541, -2.674], [4.568, 3.379, -3.653], [4.468, 1.662, -1.815], [3.774, 0.850, -0.948], [2.363, 0.884, -0.900], [1.610, 0.034, -0.141], [2.051, -1.189, 0.323], [3.039, -1.945, -0.330], [3.452, -3.158, 0.182], [2.914, -3.659, 1.364], [3.367, -4.969, 1.935], [1.888, -2.935, 1.976], [1.403, -1.745, 1.461], [-0.039, -0.852, 2.166], [0.643, -0.043, 3.674], [1.206, -0.999, 4.722], [1.699, 0.979, 3.252], [-1.394, -2.018, 2.644], [-2.283, -1.299, 3.667], [-1.094, -3.447, 3.084], [0.960, 5.328, 0.561], [1.731, 4.575, -0.828], [0.220, 5.474, -1.024], [0.459, 3.011, 0.762], [-2.016, 4.385, -0.400], [-2.029, 2.973, 0.655], [-1.436, 4.528, 1.251], [-0.331, 2.145, -3.660], [-2.911, 2.820, -2.153], [-2.770, 2.542, -3.887], [-2.453, 1.230, -2.741], [-1.343, 4.819, -2.551], [0.266, 4.598, -3.229], [-1.161, 4.381, -4.240], [1.909, 3.374, -3.173], [3.904, 4.001, -4.251], [5.273, 4.032, -3.136], [5.148, 2.750, -4.330], [5.550, 1.617, -1.832], [4.316, 0.201, -0.276], [3.443, -1.598, -1.269], [4.204, -3.729, -0.348], [4.380, -5.211, 1.620], [3.338, -4.956, 3.024], [2.713, -5.776, 1.598], [1.453, -3.338, 2.879], [-0.208, 0.501, 4.096], [2.108, -1.490, 4.355], [1.484, -0.439, 5.616], [0.494, -1.765, 5.022], [2.578, 0.481, 2.836], [1.317, 1.674, 2.503], [2.026, 1.557, 4.116], [-1.971, -2.072, 1.714], [-1.831, -1.293, 4.659], [-2.500, -0.269, 3.381], [-3.237, -1.821, 3.741], [-0.528, -3.493, 4.014], [-2.042, -3.959, 3.258], [-0.560, -4.009, 2.320], [-2.704, -3.814, -2.197], [-1.672, -2.799, -2.271], [-0.734, -2.917, -1.180], [-2.199, -1.451, -2.447], [-3.124, -0.917, -1.368], [-4.496, -1.149, -1.486], [-5.399, -0.678, -0.549], [-4.935, 0.045, 0.539], [-3.573, 0.286, 0.672], [-2.662, -0.183, -0.271], [-2.241, -4.801, -2.217], [-3.363, -3.736, -3.063], [-3.324, -3.746, -1.291], [-0.288, -3.913, -1.189], [-1.186, -2.764, -0.186], [0.072, -2.189, -1.304], [-2.733, -1.432, -3.402], [-1.338, -0.779, -2.545], [-4.861, -1.701, -2.345], [-6.457, -0.869, -0.668], [-5.628, 0.426, 1.277], [-3.224, 0.854, 1.526]],
  "forces_ev_per_a": [[0.1519, 0.3594, 0.1971], [0.0092, 0.0303, -0.0191], [0.0421, 0.0182, 0.0163], [-0.0282, 0.0190, 0.0048], [0.1395, -0.1069, 0.0808], [0.0173, -0.0237, -0.1342], [-0.0303, 0.0031, 0.0253], [-0.0117, -0.0006, -0.0295], [-0.0002, -0.0260, 0.0339], [0.0079, 0.0325, 0.0115], [-0.0153, -0.0161, 0.0281], [0.0153, 0.0177, -0.0214], [-0.0145, -0.0126, 0.0161], [0.0656, 0.0452, -0.0376], [-0.1997, -0.0156, -0.0019], [0.1690, -0.1383, 0.0428], [-0.0864, 0.2033, -0.0382], [0.0491, -0.0879, 0.0349], [-0.0027, 0.0379, -0.0262], [0.0003, 0.0158, -0.0077], [0.0215, -0.0214, 0.0155], [-0.0429, 0.0024, 0.0432], [-0.0060, -0.0444, 0.0680], [-0.0335, -0.1780, -0.3904], [-0.0188, 0.1513, 0.0377], [0.0242, 0.0148, 0.0138], [0.0135, 0.0288, -0.0233], [-0.0643, 0.0125, 0.0115], [0.0075, -0.0051, 0.0258], [0.0089, -0.0249, -0.0151], [-0.0094, 0.0123, 0.0139], [0.0035, -0.0138, 0.0194], [0.0009, -0.0055, -0.0109], [-0.0206, 0.0263, -0.0207], [-0.0085, 0.0161, -0.0201], [-0.0037, -0.0398, 0.0044], [0.0047, 0.0135, 0.0280], [-0.0054, 0.0297, 0.0367], [-0.0060, 0.0148, 0.0270], [-0.0208, -0.0038, -0.0166], [0.0031, 0.0131, -0.0143], [-0.0131, -0.0031, 0.0101], [0.0083, -0.0011, -0.0064], [0.0063, -0.0007, -0.0077], [-0.0011, 0.0083, -0.0095], [-0.0079, 0.0018, 0.0004], [0.0101, 0.0021, 0.0050], [0.0038, -0.0046, -0.0038], [0.0223, -0.0012, 0.0017], [-0.0070, -0.0270, 0.0113], [0.0138, 0.0229, -0.0224], [0.0141, -0.0118, -0.0106], [0.0046, 0.0027, -0.0079], [-0.0069, 0.0025, 0.0007], [-0.0078, -0.0097, -0.0011], [0.0024, -0.0045, 0.0117], [0.0062, -0.0510, 0.0026], [0.0101, -0.0243, -0.0266], [-0.0004, 0.0155, 0.0117], [-0.0550, -0.0237, 0.0099], [0.0110, -0.0092, -0.0135], [-0.0156, 0.0017, -0.0108], [0.0027, -0.0059, 0.0218], [0.0559, 0.0147, 0.0363], [0.0347, 0.0026, 0.0195], [0.0195, 0.0038, -0.0165], [-0.0177, -0.0214, -0.0012], [0.0296, 0.0143, 0.0269], [-0.0233, -0.0011, 0.0110], [-0.0131, 0.0044, -0.0163], [-0.0367, -0.0634, -0.0471], [0.0007, -0.0135, 0.0597], [0.0582, -0.0644, 0.0015], [0.0113, 0.0758, -0.0871], [-0.1123, 0.0234, 0.0470], [0.0060, -0.0232, -0.0618], [0.0034, 0.0049, 0.0327], [0.0062, -0.0045, -0.0015], [-0.0558, -0.0125, -0.0167], [-0.0541, -0.1190, 0.0754], [0.0154, -0.0054, 0.0007], [-0.0013, 0.0101, -0.0170], [0.0025, 0.0205, 0.0379], [0.0042, -0.0299, -0.0169], [-0.0345, -0.0086, -0.0151], [-0.0092, -0.0241, -0.0308], [0.0140, -0.0330, 0.0176], [-0.0082, -0.0249, -0.0125], [-0.0076, -0.0149, -0.0229], [-0.0097, -0.0008, -0.0077], [-0.0116, 0.0127, 0.0248], [0.0065, 0.0442, 0.0044]],
  "e_lumo_ev": [-1.980, -4.890],
  "multiplicity": 3,
  "homo_ev": [-9.01, -10.34],
  "charge": 1,
  "energy_ev": -62383.32426,
  "homo_lumo_gap_ev": [7.03, 5.45]
}